Computed, not measured: 9 unconnected molecules or ions with the total composition C21H64BNO7 at a distorted geometry, with the ωB97M-V functional and the def2-TZVPD basis.

Computed properties:
- Charge: 0
- Calculated total energy: -1444.73162 hartree
- Lowest unoccupied orbital energy: 0.0 eV
- ΔE to the lowest compared entry with this formula, charge and spin: 0.5705 eV
- Largest force on an atom: 1.1 eV Å⁻¹
- HOMO-LUMO gap: 9.202 eV

Last column: Mulliken charge in e.
Geometry (Å):
N: -1.995 -1.834 0.074  0.2778
H: -2.549 -1.589 -0.778  0.0387
H: -2.532 -1.670 0.918  0.5113
H: -1.106 -1.245 0.029  -0.6477
H: -1.723 -2.822 -0.030  0.3137
B: 0.321 -0.093 -0.487  7.0394
H: -0.124 0.409 -1.483  -0.8648
H: -0.398 -0.001 0.477  -1.1454
H: 0.574 -1.260 -0.670  -1.3528
H: 1.296 0.521 -0.144  -0.9252
C: -2.551 2.496 -1.875  -1.1393
C: -2.623 2.688 -0.377  0.5895
C: -3.570 1.709 0.290  -0.8103
O: -1.321 2.588 0.204  -0.5977
H: -2.126 1.518 -2.113  -0.0346
H: -1.965 3.264 -2.376  0.3328
H: -3.553 2.518 -2.317  0.4235
H: -2.914 3.716 -0.150  0.3904
H: -4.620 1.966 0.112  0.4874
H: -3.429 1.716 1.370  0.0621
H: -3.435 0.694 -0.096  -0.1422
H: -0.923 1.719 0.050  -0.5671
C: 3.757 -1.606 1.500  -1.1222
C: 3.296 -0.493 2.430  0.3941
C: 4.027 0.806 2.142  -1.1475
O: 1.892 -0.288 2.286  -0.5515
H: 3.573 -1.367 0.450  0.1237
H: 3.252 -2.548 1.722  0.2656
H: 4.830 -1.772 1.645  0.4517
H: 3.478 -0.778 3.469  0.3601
H: 3.828 1.110 1.107  0.1209
H: 5.111 0.764 2.252  0.4690
H: 3.631 1.608 2.768  0.2344
H: 1.726 -0.147 1.340  -0.5912
C: -0.295 -6.516 -1.022  -1.4037
C: -0.165 -5.277 -0.147  0.5915
C: 0.775 -4.243 -0.717  -0.9314
O: -1.476 -4.656 0.006  -0.5741
H: -1.059 -7.191 -0.632  0.4334
H: 0.656 -7.054 -1.002  0.3787
H: -0.510 -6.247 -2.055  0.3063
H: 0.138 -5.574 0.861  0.2253
H: 0.859 -3.401 -0.028  -0.1030
H: 0.401 -3.848 -1.663  0.1031
H: 1.751 -4.701 -0.860  0.5086
H: -2.073 -5.330 0.344  0.2563
C: -1.909 1.452 5.452  -1.6075
C: -1.689 0.979 4.032  0.9803
C: -0.472 1.590 3.362  -0.5980
O: -1.575 -0.459 4.001  -0.6134
H: -2.350 2.454 5.463  0.3624
H: -0.989 1.429 6.037  0.3668
H: -2.654 0.844 5.971  0.3744
H: -2.559 1.210 3.413  -0.2141
H: -0.661 2.636 3.103  0.2464
H: -0.301 1.043 2.438  -0.2568
H: 0.429 1.575 3.978  0.4190
H: -0.654 -0.688 4.162  0.3641
C: 4.311 0.346 -3.507  -1.6065
C: 2.908 0.369 -2.954  1.4446
C: 1.881 0.772 -4.011  -1.1913
O: 2.595 -0.929 -2.441  -0.6605
H: 4.436 -0.298 -4.375  0.3316
H: 5.053 0.113 -2.745  0.3852
H: 4.499 1.376 -3.833  0.4079
H: 2.834 1.081 -2.124  -0.1559
H: 1.590 -0.095 -4.611  0.2635
H: 2.277 1.521 -4.701  0.4078
H: 0.960 1.153 -3.567  0.0939
H: 1.790 -0.856 -1.904  -0.3878
C: 1.805 3.969 1.313  -0.6570
C: 0.854 4.960 1.965  0.7895
C: 1.481 6.338 2.095  -1.6404
O: -0.321 5.106 1.170  -0.6213
H: 2.044 4.295 0.296  0.3311
H: 1.364 2.976 1.173  -0.1413
H: 2.732 3.850 1.877  0.3356
H: 0.609 4.614 2.979  0.0226
H: 0.757 7.002 2.572  0.4199
H: 1.748 6.775 1.135  0.3757
H: 2.360 6.273 2.739  0.3744
H: -0.685 4.217 1.079  0.3993
C: -1.627 -1.753 -3.374  -0.7010
C: -3.123 -1.933 -3.262  0.3113
C: -3.533 -3.390 -3.149  -1.1967
O: -3.555 -1.167 -2.106  -0.5145
H: -1.370 -0.690 -3.409  0.1037
H: -1.258 -2.137 -4.325  0.5419
H: -1.100 -2.175 -2.519  -0.2645
H: -3.614 -1.501 -4.139  0.3886
H: -2.914 -3.952 -2.449  0.0753
H: -3.429 -3.838 -4.142  0.3993
H: -4.595 -3.510 -2.921  0.4236
H: -4.516 -1.208 -2.060  0.2510



Computed, not measured: a gas-phase ion, C8H11N4S (charge +1) at a distorted geometry, with the ωB97M-V functional and the def2-TZVPD basis.

Computed properties:
- Charge: +1
- Calculated total energy: -928.32067 hartree
- Lowest unoccupied orbital energy: -4.4 eV
- Structure (SMILES): C[C@@H]1c2cccc[n+]2NN1C(N)=S
- ΔE to the lowest compared entry with this formula, charge and spin: 1.9157 eV
- Largest force on an atom: 6.6 eV Å⁻¹
- HOMO-LUMO gap: 7.529 eV

Last column: Mulliken charge in e.
Geometry (Å):
C: 0.759 -1.938 -1.224  -1.4809
C: 0.233 -1.246 0.100  0.1586
C: -0.643 -0.163 -0.361  0.5688
C: -1.962 -0.155 -0.890  -0.8902
C: -2.556 1.020 -1.214  -0.0921
C: -1.891 2.215 -0.899  -0.7981
C: -0.662 2.167 -0.363  0.2508
N: -0.040 1.020 -0.130  0.3879
N: 1.152 0.835 0.512  -0.8277
N: 1.261 -0.508 1.025  0.1028
C: 1.253 -0.714 2.360  0.4698
N: 1.804 0.291 3.024  -0.3658
S: 0.643 -2.092 2.940  -0.3743
H: -0.017 -2.592 -1.420  0.4629
H: 1.624 -2.504 -1.142  0.4108
H: 0.811 -1.192 -2.021  0.3363
H: -0.080 -2.091 0.717  0.2626
H: -2.420 -1.089 -0.942  0.5109
H: -3.609 0.959 -1.655  0.3613
H: -2.268 3.132 -1.275  0.4420
H: -0.042 3.030 0.114  0.3455
H: 1.967 1.265 -0.024  0.2659
H: 1.822 1.256 2.801  0.2276
H: 1.763 0.088 4.014  0.2645



Computed, not measured: 3 unconnected molecules or ions with the total composition C14H33BN2O6S at a distorted geometry, with the ωB97M-V functional and the def2-TZVPD basis.

Computed properties:
- Charge: 0
- Calculated total energy: -1536.98419 hartree
- Lowest unoccupied orbital energy: -0.8 eV
- Structure (SMILES): COCCOCCOC.COCCOCCOC.NCBN=C=S
- ΔE to the lowest compared entry with this formula, charge and spin: 2.5475 eV
- Largest force on an atom: 9.8 eV Å⁻¹
- HOMO-LUMO gap: 8.329 eV

Last column: Mulliken charge in e.
Geometry (Å):
C: 6.984 -2.166 0.150  -0.7919
O: 5.833 -1.499 -0.345  -0.2705
C: 5.779 -1.488 -1.773  -0.5749
C: 4.328 -1.559 -2.259  -0.2759
O: 3.745 -2.863 -2.139  -0.4740
C: 3.422 -3.291 -0.808  -0.4339
C: 2.231 -2.547 -0.199  -0.3841
O: 2.625 -1.242 0.228  -0.3175
C: 1.555 -0.312 0.191  -0.8345
H: 7.888 -1.614 -0.121  0.3326
H: 6.907 -2.217 1.239  0.2248
H: 7.033 -3.188 -0.235  0.3498
H: 6.342 -2.332 -2.194  0.3523
H: 6.241 -0.557 -2.112  0.3950
H: 4.325 -1.336 -3.333  0.4060
H: 3.703 -0.802 -1.786  0.0879
H: 4.300 -3.256 -0.162  0.1143
H: 3.145 -4.347 -0.903  0.4138
H: 1.869 -3.088 0.681  0.4788
H: 1.426 -2.487 -0.939  0.2012
H: 1.121 -0.267 -0.814  0.3406
H: 1.954 0.677 0.433  0.3257
H: 0.789 -0.579 0.924  0.3312
C: -2.297 0.697 1.278  -0.7756
O: -2.091 2.095 1.151  -0.2344
C: -3.272 2.787 0.742  -0.5946
C: -3.325 4.183 1.368  -0.3161
O: -3.681 4.177 2.757  -0.4755
C: -2.676 3.702 3.664  -0.2440
C: -1.495 4.662 3.826  -0.6000
O: -0.628 4.579 2.692  -0.2264
C: 0.065 5.792 2.448  -0.8050
H: -2.507 0.254 0.301  0.3781
H: -1.384 0.253 1.684  0.1460
H: -3.114 0.488 1.974  0.3697
H: -4.173 2.228 1.028  0.3531
H: -3.244 2.867 -0.349  0.3920
H: -4.123 4.744 0.866  0.4063
H: -2.404 4.741 1.199  0.1154
H: -2.351 2.696 3.397  0.0549
H: -3.177 3.621 4.635  0.4009
H: -0.912 4.385 4.709  0.4023
H: -1.873 5.682 3.950  0.3540
H: -0.643 6.619 2.324  0.3453
H: 0.626 5.683 1.517  0.2271
H: 0.761 6.007 3.263  0.3306
N: -5.791 -4.367 -3.620  -0.6156
C: -4.304 -4.087 -3.742  -0.3062
B: -3.914 -2.561 -3.185  0.2737
N: -3.977 -2.357 -1.668  -0.3746
C: -2.820 -2.968 -1.173  0.2926
S: -1.387 -3.869 -0.794  -0.1263
H: -5.942 -5.400 -3.419  0.2506
H: -6.155 -4.262 -4.610  0.2526
H: -4.021 -4.087 -4.890  0.1911
H: -3.737 -4.935 -3.143  0.2029
H: -3.581 -1.693 -3.904  -0.0416